[1]
An isolated molecule of C3H6ClF in a non-equilibrium geometry. Source: the Open Molecules 2025 dataset; level of theory: the ωB97M-V functional and the def2-TZVPD basis.

Max |F|, eV/Å: 5.56
SMILES string: CC(C)(F)Cl
HOMO energy, eV: -10.66
Energy, Ha: -677.8331
Frontier orbital gap, eV: 11.43

XYZ file:
```
11
C3H6ClF the ωB97M-V functional and the def2-TZVPD basis
C 0.1713 -0.6080 0.9131
C -0.4963 -0.1374 -0.3877
C 0.2765 1.1137 -0.6658
F -0.5077 -1.3350 -1.1998
Cl -2.1017 0.0962 -0.0694
H 1.3851 -0.8332 0.9889
H -0.4334 -1.7446 1.0368
H -0.1896 -0.0568 1.8539
H -0.0142 1.5933 -1.7301
H 1.0788 0.2498 -1.0965
H 0.8314 1.6622 0.3565
```

Partial charges, natural (NBO), in e: -0.674, 0.201, -0.683, -0.370, 0.029, 0.240, 0.231, 0.236, 0.253, 0.245, 0.291

[2]
A cluster of 2 separate species, CH2INS in total in a non-equilibrium geometry. Source: the Open Molecules 2025 dataset; level of theory: the ωB97M-V functional and the def2-TZVPD basis.

Max |F|, eV/Å: 2.40
SMILES string: N=C=S.I
HOMO energy, eV: -9.36
Energy, Ha: -789.9073
Frontier orbital gap, eV: 8.79

XYZ file:
```
6
CH2INS the ωB97M-V functional and the def2-TZVPD basis
N -0.4244 -0.5559 -0.4217
C -1.0954 0.3135 0.1480
S -1.5235 1.5412 1.0832
H -0.7158 -1.2169 -1.1450
I 2.5971 0.0586 0.6141
H 1.1621 -0.1405 -0.2787
```

Partial charges, natural (NBO), in e: -0.732, 0.262, 0.101, 0.442, -0.226, 0.152

[3]
A structure of composition C26H38F3N4PS3V. Source: the Open Molecules 2025 dataset; level of theory: the ωB97M-V functional and the def2-TZVPD basis.

Max |F|, eV/Å: 0.52
Net charge: +1
HOMO energy (alpha / beta), eV: -10.32 / -10.32
Energy, Ha: -4011.9582
Frontier orbital gap (alpha / beta), eV: 6.94 / 6.94

XYZ file:
```
76
C26H38F3N4PS3V the ωB97M-V functional and the def2-TZVPD basis
V -0.9224 -1.3826 0.0314
F -2.2706 -6.1708 1.5425
C -2.9471 -5.2216 2.1880
F -3.9099 -4.7863 1.3479
F -3.5709 -5.7938 3.2277
C -2.0762 -4.0733 2.6210
C -2.0748 -3.6496 3.9325
C -1.3575 -2.5119 4.2982
C -0.7099 -1.8106 3.3115
N -0.6693 -2.2343 2.0407
C -1.3020 -3.3698 1.6845
S -1.1594 -3.6930 -0.0280
H -2.6422 -4.1999 4.6701
H -1.3398 -2.1662 5.3212
H -0.2007 -0.8785 3.5236
S -2.3322 -1.2518 -3.1426
C -1.7286 -1.2719 -1.7321
N -4.5803 -1.4082 -0.1827
C -4.0322 -0.2208 0.0518
S -2.6686 -0.0997 1.1004
N -4.6159 0.8500 -0.4775
C -4.0925 2.1890 -0.4320
C -2.9581 2.5045 -1.1627
C -2.4799 3.8047 -1.1388
C -3.1390 4.7781 -0.3983
C -4.2774 4.4506 0.3234
C -4.7581 3.1487 0.3106
H -4.1765 -2.2341 0.2362
H -5.3480 -1.5309 -0.8238
H -5.5021 0.7281 -0.9499
H -2.4613 1.7338 -1.7396
H -1.5980 4.0621 -1.7106
H -2.7682 5.7945 -0.3888
H -4.7920 5.2065 0.9010
H -5.6384 2.8776 0.8797
C 3.8693 0.2401 -2.6935
C 2.7158 -0.5989 -2.1295
C 3.2315 -2.0051 -1.7814
C 1.6292 -0.8008 -3.1992
P 1.9394 0.1548 -0.6117
N 0.5418 -0.6012 -0.3493
C 1.5355 1.9688 -0.8799
C 0.8479 2.1277 -2.2446
C 2.7668 2.8821 -0.8381
C 0.4998 2.4334 0.1598
C 2.9996 -0.1382 0.9066
C 4.4795 0.1983 0.6844
C 2.4562 0.6943 2.0794
C 2.8662 -1.6087 1.3323
H 4.3285 -0.3211 -3.5106
H 4.6458 0.4344 -1.9565
H 3.5383 1.1927 -3.1037
H 3.5109 -2.4919 -2.7179
H 2.4593 -2.6159 -1.3096
H 4.1169 -1.9885 -1.1501
H 2.1016 -1.2806 -4.0594
H 1.1717 0.1204 -3.5482
H 0.8451 -1.4615 -2.8317
H 1.5095 1.9389 -3.0867
H 0.5108 3.1639 -2.3243
H -0.0295 1.4833 -2.3243
H 3.5399 2.5855 -1.5482
H 3.2097 2.9372 0.1510
H 2.4490 3.8929 -1.1051
H -0.3961 1.8123 0.1433
H 0.2058 3.4519 -0.1056
H 0.8807 2.4629 1.1754
H 4.6401 1.2291 0.3787
H 4.9484 -0.4561 -0.0469
H 5.0053 0.0521 1.6310
H 2.6318 1.7589 1.9654
H 2.9797 0.3748 2.9829
H 1.3889 0.5225 2.2296
H 3.3800 -2.2963 0.6670
H 1.8226 -1.9123 1.4135
H 3.3267 -1.7053 2.3189
```

Partial charges, Mulliken, in e: 0.844, -0.215, 0.508, -0.231, -0.296, -0.013, -0.184, -1.049, -0.107, 0.128, 0.617, -0.529, 0.544, 0.434, 0.377, -0.109, 0.446, -0.264, 0.570, -0.359, -0.138, -0.280, 0.174, -0.378, -0.683, -0.545, -0.462, 0.155, 0.214, 0.258, 0.274, 0.498, 0.443, 0.387, 0.465, -1.905, 1.871, -1.952, -1.568, -0.147, -0.038, 2.165, -1.993, -1.817, -1.605, 2.215, -1.900, -2.018, -1.762, 0.523, 0.307, 0.314, 0.633, 0.281, 0.307, 0.548, 0.323, 0.123, 0.352, 0.500, 0.304, 0.304, 0.294, 0.514, 0.003, 0.609, 0.275, 0.312, 0.312, 0.529, 0.312, 0.679, 0.261, 0.306, 0.193, 0.540

[4]
An isolated molecule of C9H9BrO3 in a non-equilibrium geometry. Source: the Open Molecules 2025 dataset; level of theory: the ωB97M-V functional and the def2-TZVPD basis.

Max |F|, eV/Å: 4.49
SMILES string: CC1=CO[C@H]2C=C(Br)C(=O)O[C@H]2C1
HOMO energy, eV: -9.07
Energy, Ha: -3148.0031
Frontier orbital gap, eV: 8.88

XYZ file:
```
22
C9H9BrO3 the ωB97M-V functional and the def2-TZVPD basis
C -2.2808 1.5048 1.2741
C -1.3225 0.3871 0.8274
C -1.7169 -0.8725 0.6587
O -0.9734 -1.8813 0.1228
C 0.2767 -1.5459 -0.3336
C 0.4793 -0.9826 -1.7040
C 1.5871 -0.2592 -1.9291
Br 1.8345 0.4565 -3.6429
C 2.5451 0.2280 -0.8992
O 3.5381 0.8627 -1.0057
O 2.2638 -0.1964 0.3595
C 0.9561 -0.5702 0.6798
C 0.1316 0.7439 0.6259
H -3.1718 1.3475 0.7493
H -1.8915 2.3727 0.9363
H -2.2941 1.4823 2.3198
H -2.6928 -1.0643 0.7863
H 1.0028 -2.4581 -0.3253
H -0.2127 -1.2318 -2.3830
H 1.0005 -0.9700 1.7444
H 0.5913 1.4276 1.4577
H 0.3495 1.2193 -0.3192
```

Partial charges, natural (NBO), in e: -0.616, -0.065, 0.106, -0.477, 0.035, -0.141, -0.226, 0.104, 0.731, -0.512, -0.496, 0.085, -0.468, 0.216, 0.211, 0.220, 0.186, 0.215, 0.226, 0.217, 0.231, 0.219